Entry 1:
This record from OMol25 describes a cluster of 7 separate species, H13O6S in total. The level of theory is ωB97M-V with the def2-TZVPD basis set.

Output
Net charge ... -1
HOMO ... -0.1646 hartree
HOMO-LUMO gap ... 7.856 eV
Multiplicity ... 1

XYZ file:
```
20
H13O6S | OMol25 | ωB97M-V with the def2-TZVPD basis set
S -1.861 0.121 -1.877
H -1.559 -0.535 -2.997
H 0.407 0.650 -2.026
H 1.498 0.535 -0.906
O 1.330 0.909 -1.808
H 0.059 0.484 2.050
H 0.890 1.697 1.635
O 0.933 0.886 2.183
H 1.920 -0.305 1.466
H 1.486 -1.559 0.723
O 2.126 -0.841 0.658
H -1.758 -0.290 0.414
H -2.607 -0.137 1.737
O -1.714 -0.166 1.383
H 0.571 2.200 -0.710
H -0.672 1.823 0.040
O 0.091 2.414 0.122
H -0.366 -1.941 -0.370
H -0.621 -3.058 -1.275
O -0.155 -2.888 -0.442
```

natural (NBO) atomic charge list, values in e, 4 entries:
1 S -1.036
2 H 0.120
3 H 0.499
4 H 0.497

Entry 2:
This record from OMol25 describes a cluster of 7 separate species, H13O7 in total. The level of theory is ωB97M-V with the def2-TZVPD basis set.

Output
Net charge ... -1
HOMO ... -0.1508 hartree
HOMO-LUMO gap ... 7.422 eV
Multiplicity ... 1

XYZ file:
```
20
H13O7 | OMol25 | ωB97M-V with the def2-TZVPD basis set
O 0.351 -0.011 -0.315
H 0.205 -0.412 -1.194
O 1.993 1.918 2.662
H 1.943 2.763 2.215
H 1.645 1.291 2.028
O -3.572 -1.100 -0.832
H -4.274 -0.503 -0.571
H -2.809 -0.803 -0.336
O 1.274 1.112 -3.721
H 1.127 0.319 -4.237
H 1.154 0.832 -2.813
O 3.459 -1.927 0.390
H 2.663 -1.423 0.220
H 3.349 -2.728 -0.124
O -1.258 -2.475 2.543
H -0.623 -1.929 2.081
H -1.178 -3.337 2.134
O -1.705 3.133 -0.223
H -1.198 2.330 -0.102
H -2.546 2.951 0.196
```

natural (NBO) atomic charge list, values in e, 4 entries:
1 O -1.377
2 H 0.392
3 O -0.960
4 H 0.463

Entry 3:
This record from OMol25 describes a cluster of 8 separate species, H14NO10 in total. The level of theory is ωB97M-V with the def2-TZVPD basis set.

Output
Net charge ... -1
HOMO ... -0.2611 hartree
HOMO-LUMO gap ... 9.738 eV
Multiplicity ... 1

XYZ file:
```
25
H14NO10 | OMol25 | ωB97M-V with the def2-TZVPD basis set
N 1.077 -0.936 0.475
O 0.753 -0.435 1.574
O 1.559 -0.143 -0.344
O 0.273 -1.789 -0.007
O 1.848 2.523 -0.050
H 1.985 1.560 -0.026
H 1.033 2.530 0.408
O -2.230 -3.229 -0.075
H -2.774 -2.442 -0.138
H -1.316 -2.871 -0.023
O -1.914 -0.488 2.176
H -2.068 -0.942 3.015
H -1.018 -0.603 1.932
O -0.537 2.490 -1.644
H 0.383 2.139 -1.721
H -1.092 1.765 -1.887
O -0.972 -1.337 -2.362
H -0.405 -1.260 -1.581
H -0.576 -1.905 -3.015
O 0.100 1.354 4.063
H 0.285 0.784 3.309
H -0.829 1.413 3.983
O 1.836 0.736 -2.882
H 2.743 0.864 -3.181
H 1.844 0.229 -1.991
```

natural (NBO) atomic charge list, values in e, 4 entries:
1 N 0.724
2 O -0.530
3 O -0.538
4 O -0.550

Entry 4:
This record from OMol25 describes a structure of composition H14NO10Y. The level of theory is ωB97M-V with the def2-TZVPD basis set.

Output
Net charge ... +2
HOMO ... -0.5642 hartree
HOMO-LUMO gap ... 8.000 eV
Multiplicity ... 1

XYZ file:
```
26
H14NO10Y | OMol25 | ωB97M-V with the def2-TZVPD basis set
Y 0.212 0.060 0.009
N -2.807 -0.543 -1.336
O -3.744 0.112 -0.835
O -1.619 -0.105 -1.235
O -2.943 -1.772 -1.443
O -0.867 2.254 0.039
H -1.786 2.432 0.318
H -0.444 3.139 0.055
O 0.690 1.137 -1.997
H 1.188 1.921 -2.193
H 1.109 0.517 -2.592
O 0.896 -1.520 -1.322
H 0.327 -2.241 -1.537
H 1.635 -1.497 -1.980
O -0.990 -1.795 0.778
H -0.691 -2.641 1.132
H -1.926 -2.069 0.640
O 1.819 -1.184 1.300
H 2.090 -0.873 2.162
H 2.527 -1.667 0.852
O -0.210 0.394 2.217
H -0.569 1.239 2.580
H -0.589 -0.255 2.809
O 1.894 1.513 0.584
H 2.085 2.264 0.045
H 2.714 1.180 0.947
```

natural (NBO) atomic charge list, values in e, 4 entries:
1 Y 2.066
2 N 0.718
3 O -0.394
4 O -0.669

Entry 5:
This record from OMol25 describes a cluster of 6 separate species, H14NO5 in total. The level of theory is ωB97M-V with the def2-TZVPD basis set.

Output
Net charge ... +1
HOMO ... -0.5424 hartree
HOMO-LUMO gap ... 12.035 eV
Multiplicity ... 1

XYZ file:
```
20
H14NO5 | OMol25 | ωB97M-V with the def2-TZVPD basis set
N 0.893 0.372 0.836
H 1.399 1.196 0.547
H 1.464 -0.488 0.618
H 0.342 0.521 1.757
H 0.182 0.300 0.018
H -3.549 -0.853 -0.982
H -3.327 -2.139 -1.887
O -2.894 -1.552 -1.213
H 0.932 2.326 -1.989
H 1.568 3.211 -0.957
O 1.393 2.332 -1.114
H 0.931 -2.861 -0.406
H 2.237 -2.422 0.370
O 1.381 -2.110 -0.109
H -1.163 -0.644 -1.755
H -0.738 0.336 -2.851
O -0.527 0.069 -1.902
H -0.660 1.443 3.607
H 0.185 0.208 4.105
O -0.050 0.756 3.308
```

natural (NBO) atomic charge list, values in e, 4 entries:
1 N -0.948
2 H 0.447
3 H 0.462
4 H 0.469

Entry 6:
This record from OMol25 describes a cluster of 6 separate species, H14NO5 in total. The level of theory is ωB97M-V with the def2-TZVPD basis set.

Output
Net charge ... +1
HOMO ... -0.5399 hartree
HOMO-LUMO gap ... 11.956 eV
Multiplicity ... 1

XYZ file:
```
20
H14NO5 | OMol25 | ωB97M-V with the def2-TZVPD basis set
N 0.371 -0.371 0.011
H 0.385 -0.135 1.021
H 0.314 -1.381 -0.223
H 1.281 -0.047 -0.395
H -0.368 0.201 -0.404
H -3.946 1.206 1.432
H -3.645 -0.195 0.931
O -3.509 0.734 0.717
H 2.434 1.162 2.438
H 1.162 1.941 2.812
O 1.480 1.199 2.237
H -0.197 -3.191 -1.196
H 1.182 -3.831 -0.852
O 0.640 -3.025 -0.721
H -1.929 1.536 -2.120
H -2.485 0.942 -0.714
O -1.962 0.750 -1.505
H 3.648 0.123 -0.708
H 3.246 1.376 -1.369
O 2.890 0.703 -0.819
```

natural (NBO) atomic charge list, values in e, 4 entries:
1 N -0.926
2 H 0.456
3 H 0.458
4 H 0.464

Entry 7:
This record from OMol25 describes a cluster of 6 separate species, H14NO5 in total. The level of theory is ωB97M-V with the def2-TZVPD basis set.

Output
Net charge ... +1
HOMO ... -0.4919 hartree
HOMO-LUMO gap ... 10.242 eV
Multiplicity ... 1

XYZ file:
```
20
H14NO5 | OMol25 | ωB97M-V with the def2-TZVPD basis set
N -1.235 -1.000 -0.624
H -1.539 -1.524 -1.467
H -0.248 -0.778 -0.802
H -1.723 -0.125 -0.400
H -1.142 -1.760 0.054
H 1.312 2.868 -0.174
H 0.272 3.917 -0.092
O 0.424 3.014 0.149
H -1.419 -1.165 -3.968
H -1.582 -2.707 -3.747
O -1.502 -1.857 -3.309
H -1.705 0.175 2.277
H -1.572 1.625 1.819
O -1.950 0.765 1.576
H 0.680 1.341 -2.970
H -0.045 1.653 -1.597
O 0.469 1.004 -2.093
H 4.129 -2.451 5.569
H 4.509 -1.401 4.546
O 3.867 -1.593 5.252
```

natural (NBO) atomic charge list, values in e, 4 entries:
1 N -0.893
2 H 0.475
3 H 0.458
4 H 0.483

Entry 8:
This record from OMol25 describes a cluster of 7 separate species, H14O6S2 in total. The level of theory is ωB97M-V with the def2-TZVPD basis set.

Output
Net charge ... -1
HOMO (alpha / beta) ... -0.0117 / -0.1422 hartree
HOMO-LUMO gap (alpha / beta) ... 3.094 / 6.558 eV
Multiplicity ... 2

XYZ file:
```
22
H14O6S2 | OMol25 | ωB97M-V with the def2-TZVPD basis set
S 2.632 -0.609 0.460
S 4.181 0.878 -0.113
H 2.083 -0.677 -0.756
H 5.186 0.022 -0.033
H -1.687 1.416 0.571
H -3.178 1.742 0.458
O -2.593 1.093 0.780
H -2.730 -1.626 0.814
H -2.822 -3.044 1.451
O -2.496 -2.564 0.665
H 0.144 0.435 -2.961
H -0.135 -0.780 -2.003
O 0.447 0.053 -2.168
H -0.425 -3.000 -1.982
H -1.561 -2.680 -1.030
O -1.178 -2.423 -1.905
H 0.269 1.539 -0.789
H 0.664 2.203 0.454
O -0.097 2.109 -0.124
H 1.742 1.568 2.612
H 0.378 1.982 2.971
O 1.175 2.363 2.628
```

natural (NBO) atomic charge list, values in e, 4 entries:
1 S -0.624
2 S -0.569
3 H 0.123
4 H 0.094

How do the records compare in strongest force on any atom? In the order shown, they have 0.020; 0.018; 0.148; 0.124; 0.085; 0.036; 0.043; 0.060 hartree/bohr.